(1)
Here is an isolated molecule of C4H6O2 from OMol25. Energies are from the ωB97M-V functional and the def2-TZVPD basis.

Summary:
**HOMO-LUMO gap**: 9.6 eV
**Structure (SMILES)**: O=C=CCCO
**Spin multiplicity**: 1
**HOMO**: -8.89 eV

Structure (XYZ):
```
12
Properties=species:S:1:pos:R:3:lowdin_charge:R:1
O 0.3417 1.8883 -2.0558 0.1769
C 0.4940 1.4506 -0.9842 -0.2026
C 0.7010 1.0288 0.2483 -0.1071
C 0.4145 -0.3698 0.7481 -0.1887
C -0.5555 -1.1348 -0.1640 -0.2646
O -1.5052 -0.2830 -0.7731 -0.0741
H 1.1627 1.7575 0.9059 0.1111
H 1.3469 -0.9422 0.8379 0.1109
H 0.0021 -0.3010 1.7634 0.1091
H -1.0551 -1.9266 0.4128 0.1143
H -0.0147 -1.6178 -0.9851 0.1216
H -1.7219 0.4088 -0.1336 0.0932
```



(2)
Here is a structure of composition C4H14O4 from OMol25. Energies are from the ωB97M-V functional and the def2-TZVPD basis.

Summary:
**HOMO-LUMO gap**: 9.8 eV
**Spin multiplicity**: 1
**HOMO**: -9.60 eV

Structure (XYZ):
```
22
Properties=species:S:1:pos:R:3:lowdin_charge:R:1
C -0.9800 0.8803 0.5743 -0.2747
C -0.6886 0.2489 -0.6611 -0.2668
C -1.6774 1.5278 -0.8712 -0.0318
C -1.1879 -1.1523 -0.9655 -0.0261
O -0.1724 1.8922 1.1005 -0.1269
H -1.5847 0.3250 1.3855 0.1956
H 0.3806 0.5170 -1.0073 0.1910
H -1.9518 1.4323 -1.9494 0.1402
H -1.2025 2.4860 -0.8544 0.1052
H -2.6859 1.4756 -0.3942 0.1395
H -1.1437 -1.3372 -2.0294 0.0842
H -2.2434 -1.2195 -0.7109 0.0901
H -0.5038 -1.8279 -0.5004 0.0653
H 2.2139 -1.4622 -0.7042 -0.0149
H 3.1657 -1.4639 -1.9579 0.0116
O 2.2919 -1.6557 -1.6618 -0.0785
H 0.4566 1.3595 2.0731 -0.0461
H 2.0252 0.8482 2.6599 0.0503
O 1.0406 0.7274 2.7579 -0.1961
H 1.2062 -1.9380 1.2340 0.0618
H 1.4757 -0.4640 1.4866 -0.0432
O 1.7656 -1.1995 0.9959 -0.0296
```



(3)
Here is a structure of composition C26H39ClN3O4Sc from OMol25. Energies are from the ωB97M-V functional and the def2-TZVPD basis.

Summary:
**HOMO-LUMO gap**: 7.1 eV
**Spin multiplicity**: 1
**HOMO**: -6.83 eV

Structure (XYZ):
```
74
Properties=species:S:1:pos:R:3:lowdin_charge:R:1
O -2.2134 -0.1739 0.5363 -0.2594
C -2.4930 -1.4723 0.4417 -0.3830
C -2.9665 -1.9613 1.8123 -0.1971
C -2.5328 -1.3054 2.9659 -0.0458
H -1.8319 -0.4756 2.8445 0.1000
C -2.9815 -1.7034 4.2300 -0.0748
H -2.6008 -1.1723 5.1203 0.1076
C -3.9100 -2.7562 4.3180 -0.1032
H -4.2638 -3.0512 5.3144 0.0949
C -4.3707 -3.4003 3.1523 -0.0924
H -5.1005 -4.2154 3.2376 0.0966
C -3.9111 -2.9794 1.8983 -0.0527
H -4.2520 -3.4490 0.9765 0.1119
H -3.3050 -1.7423 -0.2852 0.1266
C -1.4068 -2.6388 -1.7248 -0.1088
C -1.1769 -2.3957 -0.2321 -0.3295
H -1.6462 -3.6935 -1.9479 0.0853
H -0.4735 -2.4330 -2.2735 0.0371
H -2.2375 -2.0581 -2.1530 0.0762
C -0.7904 -3.4354 0.5649 -0.1501
C -0.0845 -4.6611 0.1031 -0.1077
H -1.1238 -3.5048 1.6154 0.1176
H -0.6457 -5.5427 0.4520 0.0885
H 0.8991 -4.7288 0.5848 0.0777
H 0.0317 -4.7340 -0.9900 0.0689
Sc 0.2594 -0.4997 -0.3024 0.8235
Cl 1.8444 -2.2459 -0.8291 0.1525
C 3.1517 0.3937 -0.0344 -0.3133
O 2.0151 0.7447 -0.4832 -0.1603
N 4.3180 0.9151 -0.3931 -0.1606
C 4.4268 1.9267 -1.4362 -0.0196
C 5.5703 0.4069 0.1627 -0.0308
H 3.2009 -0.4252 0.6936 0.1080
H 3.4185 2.2136 -1.7317 0.0895
H 4.9864 1.5226 -2.2932 0.0979
H 4.9857 2.7882 -1.0453 0.0944
H 5.3366 -0.2906 0.9725 0.0965
H 6.1837 1.2267 0.5577 0.0924
H 6.1679 -0.1207 -0.5951 0.0960
H -3.5635 3.0959 2.9409 0.0844
H -1.3332 3.8945 3.4080 0.0867
C -3.1123 2.1230 2.7013 -0.0441
C -0.8296 3.0548 2.9117 -0.0391
N -1.7886 2.2995 2.1155 -0.1547
H -3.7368 1.5857 1.9866 0.0900
C -1.5154 1.9369 0.8489 -0.3197
O -0.3625 1.7128 0.3945 -0.0973
H -0.0375 3.4394 2.2645 0.0908
H -2.4186 1.9320 0.2101 0.1285
H -3.0558 1.5491 3.6369 0.0901
H -0.3790 2.4376 3.6997 0.0809
H -0.2947 1.4026 -5.3679 0.1024
H -2.7169 2.5533 -4.8166 0.0973
C -0.7913 0.5253 -4.9285 -0.0102
C -2.9341 1.6140 -4.2927 -0.0282
N -1.7085 0.9418 -3.8703 -0.1596
H -0.0450 -0.1475 -4.5083 0.0940
C -1.4072 0.7729 -2.5922 -0.2070
O -0.3511 0.1836 -2.1961 -0.1126
H -3.5355 1.8301 -3.4098 0.0927
H -2.1435 1.1483 -1.8666 0.1421
H -1.3618 0.0209 -5.7198 0.0970
H -3.5137 0.9797 -4.9743 0.0962
C 1.6830 -0.3583 4.7455 -0.1219
C 1.8758 0.7888 3.9716 -0.1132
C 1.4494 0.8091 2.6221 -0.1781
C 0.8628 -0.3027 2.0693 -0.2057
C 0.6753 -1.4403 2.8138 -0.1487
C 1.0674 -1.4746 4.1739 -0.0930
H 2.0247 -0.3884 5.7867 0.0917
H 2.3679 1.6598 4.3924 0.0877
H 1.6109 1.7194 2.0452 0.0833
H 0.2455 -2.3349 2.3675 0.0580
H 0.9005 -2.3794 4.7450 0.0891
```



(4)
Here is a structure of composition C3H4MgO5 from OMol25. Energies are from the ωB97M-V functional and the def2-TZVPD basis.

Summary:
**HOMO-LUMO gap (spin up / spin down)**: 9.2 / 5.7 eV
**Total charge**: +1
**Spin multiplicity**: 2
**HOMO (spin up / spin down)**: -13.49 / -13.49 eV

Structure (XYZ):
```
13
Properties=species:S:1:pos:R:3:lowdin_charge:R:1
C 0.7384 -2.2723 -0.7725 -0.0260
C 0.8954 -1.1758 -1.6535 0.0585
O 0.7026 0.1165 -1.4814 0.1710
C -0.0823 0.7669 -0.5566 -0.6310
O -0.2778 1.9669 -0.7473 0.1075
O -0.3375 0.2092 0.5416 -0.0056
O 0.2428 -2.2754 0.3976 0.1977
H 1.0013 -3.2478 -1.1901 0.1674
H 1.2096 -1.4069 -2.6716 0.1676
H -0.0697 -1.3411 0.6567 0.1118
O -1.7390 3.0123 2.7377 -0.3987
H -1.3179 3.5927 3.3701 -0.0347
Mg -0.9659 2.0548 1.3693 1.1145
```



Energy above the lowest of the compared OMol25 structures with the same formula, charge and spin (computed, eV): 1.592, 3.264, 0.000, 0.114